# 1
The following is a quantum chemistry calculation of a cluster of 2 separate species, C2H6OS2 in total at a distorted geometry, from the OMol25 dataset.

The geometry in XYZ format:
```
11
Properties=species:S:1:pos:R:3:forces:R:3
H -1.762 -0.538 0.898 0.00 -0.61 0.12
S 1.611 0.941 0.814 0.91 -0.93 1.28
C -1.782 0.337 0.290 -0.02 0.93 0.06
H 1.197 -0.532 -2.322 -0.52 0.80 2.47
H -1.776 1.273 0.897 0.04 -0.70 -0.96
H 0.829 -1.684 1.519 -0.23 0.51 2.17
C 0.862 -0.244 -0.215 -0.87 1.13 -1.60
H -2.310 0.281 -0.678 0.49 0.20 0.69
H 1.262 1.949 0.093 -0.53 1.24 -0.84
S 0.934 -1.886 0.271 0.36 -1.52 -2.34
O 0.935 0.104 -1.566 0.35 -1.04 -1.06
```
Positions in Å, forces in eV/Å.

Output
LUMO (spin up / spin down) = 0.34 / 0.52 eV
E_tot = -25884.87419 eV
Highest occupied orbital energy (spin up / spin down) = -8.280 / -6.882 eV
Frontier orbital gap (spin up / spin down) = 8.6194 / 7.4058 eV
Relative energy (zero: lowest compared OMol25 entry of this formula, charge and spin) = 368.8 kJ/mol
Spin multiplicity = 1

***

# 2
The following is a quantum chemistry calculation of a cluster of 2 separate species, C2H6OSi in total at a distorted geometry, from the OMol25 dataset.

The geometry in XYZ format:
```
10
Properties=species:S:1:pos:R:3:forces:R:3
C 0.024 0.435 1.012 1.08 -0.85 -0.62
Si -0.942 -0.123 -0.569 -0.58 3.88 0.20
O 1.817 -1.024 -1.288 0.09 -0.10 -0.11
C 2.235 -0.385 -0.461 0.57 -0.09 -0.13
H -0.653 0.888 1.638 -2.05 1.30 1.40
H 0.276 -0.436 1.594 0.25 -0.72 0.13
H -2.491 0.225 -0.450 1.58 -0.47 0.09
H -0.775 -1.457 -0.922 0.18 -1.77 -0.30
H 0.924 1.082 1.131 -0.66 -0.44 -1.12
H -0.414 0.796 -1.685 -0.45 -0.73 0.46
```
Positions in Å, forces in eV/Å.

Output
LUMO = 1.06 eV
E_tot = -12094.78206 eV
Highest occupied orbital energy = -11.118 eV
Frontier orbital gap = 12.1763 eV
Relative energy (zero: lowest compared OMol25 entry of this formula, charge and spin) = 199.6 kJ/mol
Spin multiplicity = 1

***

# 3
The following is a quantum chemistry calculation of a structure of composition C2H6OSn at a distorted geometry, from the OMol25 dataset.

The geometry in XYZ format:
```
10
Properties=species:S:1:pos:R:3:forces:R:3
H -1.809 0.776 -0.788 0.15 0.01 0.39
O 1.139 -0.538 0.313 2.68 1.42 1.21
H -0.189 1.572 -0.559 -0.30 0.38 0.21
H -0.408 0.338 -1.759 -0.18 0.33 -0.27
H -0.825 -0.276 1.087 0.68 -0.27 0.73
H -0.570 -1.451 -0.169 -0.07 0.11 -0.21
C -0.270 -0.458 0.166 -4.19 -0.18 -0.19
C -0.727 0.647 -0.764 1.51 -0.85 -1.15
Sn 2.264 0.714 1.674 0.09 0.71 -0.22
H 1.394 -1.324 0.801 -0.38 -1.65 -0.49
```
Positions in Å, forces in eV/Å.

Output
LUMO = -12.74 eV
Net charge = +2
E_tot = -10028.83738 eV
Highest occupied orbital energy = -20.361 eV
Frontier orbital gap = 7.6198 eV
Relative energy (zero: lowest compared OMol25 entry of this formula, charge and spin) = 54.3 kJ/mol
Spin multiplicity = 1

***

Among the records above, which one has the highest relative energy (zero: lowest compared OMol25 entry of this formula, charge and spin)?
C2H6OS2

***

Among the records above, which one has the lowest relative energy (zero: lowest compared OMol25 entry of this formula, charge and spin)?
C2H6OSn

***

The highest E_tot belongs to which entry?
C2H6OSn